(1)
The following is a quantum chemistry calculation of the molecule C4H7NOS in a non-equilibrium geometry, from the Open Molecules 2025 dataset.

Properties
frontier orbital gap (spin up / spin down)	7.41 / 7.88	eV
ΔE to the lowest compared entry with this formula, charge and spin	476.2	kJ/mol

Each line ends with the Löwdin charge.
Atoms and positions in Å:
C: 0.679 2.013 -0.854  -0.44
C: -0.378 2.057 -0.008  -0.21
C: 0.542 -1.890 0.854  -0.13
C: -0.439 -1.493 -0.251  -0.39
N: -0.283 -0.171 -0.769  -0.38
O: -1.313 2.989 0.041  0.04
S: 1.203 0.403 -1.079  0.91
H: 1.262 2.847 -1.219  0.06
H: 0.229 -2.819 1.327  0.07
H: 0.581 -1.102 1.607  0.07
H: 1.541 -2.025 0.442  0.05
H: -1.469 -1.547 0.120  0.11
H: -0.351 -2.206 -1.084  0.11
H: -1.805 2.944 0.873  0.11

---

(2)
The following is a quantum chemistry calculation of a cluster of 11 separate species, C45H81F7O37P4 in total in a non-equilibrium geometry, from the Open Molecules 2025 dataset.

Properties
frontier orbital gap	10.18	eV
SMILES string	O=C1OC[C@@H](F)O1.O=C1OC[C@@H](F)O1.O=C1OC[C@@H](F)O1.O=C1OC[C@@H](F)O1.O=C1OC[C@@H](F)O1.O=C1OC[C@@H](F)O1.O=C1OC[C@@H](F)O1.CCOP(=O)(OCC)OCC.CCOP(=O)(OCC)OCC.CCOP(=O)(OCC)OCC.CCOP(=O)(OCC)OCC
ΔE to the lowest compared entry with this formula, charge and spin	0.0	kJ/mol

Each line ends with the Löwdin charge.
Atoms and positions in Å:
C: 23.901 30.074 12.610  -0.04
C: 24.947 29.466 11.656  -0.28
O: 25.810 28.768 12.501  0.12
C: 25.367 28.842 13.801  -0.54
O: 25.838 28.211 14.697  0.18
O: 24.317 29.646 13.908  0.10
F: 25.639 30.486 11.048  0.05
H: 22.844 29.863 12.458  0.14
H: 23.925 31.161 12.546  0.10
H: 24.493 28.855 10.878  0.17
C: 28.807 28.421 11.318  -0.07
C: 29.697 29.252 10.446  -0.27
O: 30.839 28.442 10.339  0.15
C: 30.846 27.497 11.286  -0.58
O: 31.796 26.833 11.576  0.18
O: 29.689 27.522 11.937  0.07
F: 30.049 30.423 11.095  0.04
H: 28.109 27.893 10.662  0.15
H: 28.229 28.991 12.042  0.13
H: 29.276 29.662 9.530  0.17
C: 30.642 33.234 16.183  -0.07
C: 31.159 33.725 14.855  -0.30
O: 30.571 35.002 14.817  0.14
C: 29.438 34.967 15.575  -0.53
O: 28.632 35.851 15.656  0.15
O: 29.411 33.880 16.361  0.09
F: 30.660 32.941 13.872  0.08
H: 31.324 33.402 17.015  0.15
H: 30.491 32.162 16.037  0.13
H: 32.245 33.797 14.824  0.17
C: 21.824 31.086 19.216  -0.06
C: 22.328 29.998 18.302  -0.32
O: 23.394 30.675 17.660  0.11
C: 23.075 32.034 17.620  -0.51
O: 23.593 32.844 16.911  0.16
O: 22.127 32.264 18.524  0.09
F: 21.454 29.600 17.367  0.09
H: 22.349 31.064 20.174  0.15
H: 20.760 31.126 19.449  0.15
H: 22.707 29.130 18.842  0.17
C: 26.283 34.857 18.145  -0.06
C: 25.677 36.162 17.748  -0.29
O: 24.847 36.514 18.802  0.15
C: 24.658 35.435 19.605  -0.55
O: 23.973 35.431 20.595  0.16
O: 25.410 34.429 19.177  0.09
F: 24.875 35.939 16.640  0.02
H: 27.316 34.988 18.469  0.15
H: 26.199 34.112 17.356  0.13
H: 26.464 36.804 17.350  0.17
C: 25.590 33.258 14.082  -0.04
C: 25.918 33.265 12.570  -0.29
O: 27.158 32.585 12.526  0.16
C: 27.363 31.916 13.632  -0.57
O: 28.263 31.156 13.830  0.16
O: 26.396 32.184 14.538  0.08
F: 25.969 34.539 12.139  0.08
H: 24.512 33.106 14.121  0.13
H: 25.837 34.224 14.522  0.14
H: 25.219 32.707 11.946  0.12
C: 28.172 29.475 17.060  -0.04
C: 26.820 30.049 17.592  -0.27
O: 27.161 31.074 18.489  0.15
C: 28.483 31.271 18.446  -0.57
O: 29.000 32.077 19.172  0.15
O: 29.100 30.341 17.705  0.06
F: 26.252 29.019 18.290  0.05
H: 28.271 29.551 15.977  0.11
H: 28.457 28.475 17.383  0.13
H: 26.151 30.374 16.797  0.15
C: 22.138 35.203 12.226  -0.05
C: 22.611 35.525 13.666  -0.26
O: 22.628 36.906 13.984  -0.17
P: 21.291 37.678 14.465  0.43
O: 21.583 39.018 15.005  -0.22
O: 20.388 37.636 13.173  -0.19
C: 19.643 38.768 12.716  -0.27
C: 18.990 38.402 11.408  -0.08
O: 20.544 36.674 15.476  -0.18
C: 20.781 36.767 16.864  -0.25
C: 21.884 35.786 17.256  -0.06
H: 22.124 34.123 12.074  0.06
H: 21.111 35.548 12.101  0.06
H: 22.683 35.679 11.411  0.06
H: 22.140 34.861 14.392  0.12
H: 23.661 35.225 13.730  0.09
H: 18.979 38.977 13.559  0.12
H: 20.156 39.721 12.565  0.12
H: 18.328 37.538 11.380  0.08
H: 18.359 39.277 11.224  0.08
H: 19.739 38.293 10.625  0.08
H: 21.037 37.791 17.140  0.11
H: 19.866 36.485 17.387  0.12
H: 22.199 35.822 18.302  0.08
H: 21.584 34.741 17.155  0.07
H: 22.810 35.966 16.707  0.06
C: 25.539 37.553 12.133  -0.09
C: 24.981 38.931 11.919  -0.24
O: 26.050 39.823 12.292  -0.19
P: 25.900 40.946 13.448  0.46
O: 24.542 41.395 13.787  -0.21
O: 26.865 42.124 12.880  -0.17
C: 26.416 42.677 11.675  -0.33
C: 25.935 44.096 11.839  -0.08
O: 26.741 40.359 14.688  -0.17
C: 28.035 39.805 14.459  -0.27
C: 28.891 40.078 15.718  -0.06
H: 24.821 36.793 11.809  0.05
H: 26.456 37.300 11.603  0.08
H: 25.656 37.437 13.214  0.08
H: 24.882 38.932 10.830  0.12
H: 24.050 39.100 12.455  0.12
H: 27.200 42.642 10.915  0.12
H: 25.521 42.192 11.275  0.11
H: 24.982 44.001 12.366  0.08
H: 26.645 44.739 12.359  0.08
H: 25.642 44.641 10.940  0.08
H: 27.999 38.719 14.358  0.11
H: 28.562 40.179 13.582  0.11
H: 28.504 39.479 16.545  0.07
H: 29.927 39.744 15.651  0.07
H: 28.897 41.128 16.007  0.08
C: 32.746 30.172 13.757  -0.05
C: 31.324 29.703 14.102  -0.24
O: 31.057 29.269 15.450  -0.19
P: 31.680 27.930 16.107  0.50
O: 31.348 27.682 17.533  -0.23
O: 31.209 26.740 15.069  -0.19
C: 30.239 25.768 15.502  -0.27
C: 28.906 26.153 14.911  -0.06
O: 33.270 28.027 15.835  -0.20
C: 34.192 27.921 16.899  -0.27
C: 34.380 29.297 17.608  -0.06
H: 32.827 30.618 12.766  0.08
H: 33.074 30.747 14.623  0.07
H: 33.400 29.309 13.620  0.07
H: 30.606 30.521 14.103  0.08
H: 31.011 28.971 13.362  0.09
H: 30.502 24.772 15.141  0.12
H: 30.279 25.692 16.589  0.10
H: 28.893 25.972 13.839  0.07
H: 28.063 25.573 15.297  0.08
H: 28.727 27.174 15.249  0.06
H: 33.838 27.142 17.576  0.11
H: 35.182 27.625 16.553  0.12
H: 33.433 29.750 17.893  0.07
H: 35.049 29.132 18.453  0.07
H: 34.919 29.935 16.906  0.07
C: 20.560 34.693 7.394  -0.06
C: 20.734 33.205 7.658  -0.25
O: 21.337 33.045 8.959  -0.19
P: 22.739 32.320 9.204  0.43
O: 23.185 32.190 10.599  -0.22
O: 22.565 30.937 8.438  -0.17
C: 21.835 29.846 8.983  -0.29
C: 20.362 29.899 8.820  -0.07
O: 23.777 33.046 8.240  -0.16
C: 24.987 33.664 8.657  -0.24
C: 24.985 35.200 8.489  -0.05
H: 19.934 35.184 8.133  0.08
H: 21.534 35.167 7.262  0.07
H: 20.109 34.816 6.406  0.08
H: 19.721 32.813 7.764  0.11
H: 21.260 32.637 6.894  0.12
H: 22.190 28.911 8.541  0.12
H: 22.122 29.717 10.032  0.10
H: 20.139 30.162 7.784  0.09
H: 19.883 28.963 9.099  0.09
H: 19.964 30.700 9.448  0.08
H: 25.229 33.332 9.665  0.09
H: 25.763 33.373 7.948  0.12
H: 24.862 35.465 7.439  0.08
H: 24.191 35.632 9.099  0.07
H: 25.944 35.617 8.795  0.08

---

(3)
The following is a quantum chemistry calculation of a cluster of 6 separate species, C45H55ClF43INO6 in total in a non-equilibrium geometry, from the Open Molecules 2025 dataset.

Properties
frontier orbital gap	8.17	eV
total charge	+1

Each line ends with the Löwdin charge.
Atoms and positions in Å:
C: -1.869 3.319 3.407  0.06
C: -1.554 4.277 2.480  -0.14
C: -2.408 4.538 1.270  -0.15
N: -1.744 3.953 0.047  -0.05
C: -0.902 2.739 0.194  -0.04
C: 0.174 2.825 -0.895  -0.40
C: 1.282 3.807 -0.510  -0.09
C: 2.087 3.496 0.758  -0.16
C: 3.289 2.528 0.645  -0.19
C: 3.208 1.397 1.684  -0.25
C: 4.024 0.136 1.341  -0.10
C: 0.680 1.396 -1.126  -0.14
C: 1.621 1.224 -2.323  -0.63
C: 0.912 0.931 -3.643  -0.10
Cl: 2.657 -0.211 -1.924  0.71
O: -0.402 3.343 -2.122  -0.03
C: -1.779 3.060 -2.255  -0.23
C: -2.132 3.339 -3.731  -0.62
F: -1.463 4.360 -4.247  0.15
F: -3.443 3.481 -3.934  0.13
F: -1.760 2.248 -4.431  0.14
C: -2.634 3.766 -1.172  -0.56
I: -2.960 5.862 -1.804  1.14
C: -4.044 3.202 -0.960  -0.19
C: -4.320 1.804 -0.360  -0.37
C: -3.711 0.612 -1.123  -0.06
C: -4.088 1.634 1.143  -0.07
H: -2.752 3.394 4.040  0.09
H: -1.249 2.435 3.550  0.08
H: -0.685 4.924 2.603  0.09
H: -2.459 5.615 1.105  0.09
H: -3.429 4.216 1.439  0.11
H: -1.095 4.682 -0.268  0.11
H: -0.388 2.671 1.144  0.12
H: -1.475 1.825 0.069  0.12
H: 0.866 4.819 -0.425  0.12
H: 1.966 3.858 -1.359  0.13
H: 1.461 3.148 1.584  0.09
H: 2.485 4.458 1.085  0.12
H: 4.181 3.103 0.895  0.12
H: 3.446 2.145 -0.364  0.09
H: 2.167 1.116 1.876  0.09
H: 3.578 1.790 2.633  0.11
H: 3.361 -0.727 1.266  0.05
H: 4.577 0.248 0.413  0.04
H: 4.738 -0.106 2.127  0.07
H: 1.161 1.075 -0.201  0.11
H: -0.169 0.722 -1.280  0.12
H: 2.327 2.044 -2.416  0.09
H: -0.091 0.554 -3.442  0.06
H: 1.464 0.211 -4.236  0.07
H: 0.775 1.860 -4.195  0.08
H: -1.868 1.975 -2.159  0.13
H: -4.531 3.233 -1.933  0.11
H: -4.600 3.928 -0.365  0.10
H: -5.400 1.676 -0.473  0.14
H: -3.545 0.860 -2.172  0.07
H: -4.417 -0.218 -1.144  0.09
H: -2.788 0.230 -0.680  0.08
H: -3.043 1.518 1.431  0.06
H: -4.590 0.715 1.449  0.10
H: -4.553 2.422 1.736  0.08
C: -1.808 -3.976 -4.727  -0.03
C: -3.228 -3.769 -4.185  -0.44
C: -3.724 -2.333 -3.984  -0.28
F: -2.944 -1.640 -3.128  0.08
F: -4.972 -2.378 -3.455  0.09
F: -3.392 -4.466 -3.037  0.12
F: -4.069 -4.306 -5.109  0.12
O: -0.761 -4.214 -3.806  0.06
C: -0.120 -3.214 -3.138  -0.55
C: -0.371 -3.280 -1.623  -0.28
F: -1.687 -3.312 -1.340  0.10
F: 0.151 -2.175 -1.039  0.07
F: -0.415 -2.000 -3.646  0.13
F: 1.206 -3.399 -3.302  0.15
H: -1.864 -4.903 -5.295  0.16
H: -1.548 -3.194 -5.443  0.15
H: -3.768 -1.807 -4.941  0.18
H: 0.102 -4.173 -1.211  0.18
C: 7.201 -4.131 -1.653  -0.04
C: 7.587 -4.957 -2.885  -0.44
C: 8.752 -4.468 -3.750  -0.31
F: 8.525 -3.229 -4.232  0.10
F: 8.893 -5.307 -4.798  0.10
F: 6.494 -5.164 -3.650  0.13
F: 7.979 -6.174 -2.408  0.11
O: 6.138 -3.201 -1.762  0.05
C: 6.290 -1.934 -2.234  -0.54
C: 5.554 -1.694 -3.561  -0.30
F: 5.916 -2.598 -4.487  0.11
F: 5.871 -0.461 -4.016  0.10
F: 7.583 -1.576 -2.305  0.16
F: 5.702 -1.116 -1.318  0.10
H: 6.820 -4.857 -0.938  0.13
H: 8.077 -3.682 -1.183  0.15
H: 9.681 -4.467 -3.173  0.17
H: 4.476 -1.758 -3.403  0.13
C: 3.829 -3.932 2.009  -0.04
C: 4.847 -5.004 1.595  -0.43
C: 4.639 -6.443 2.076  -0.31
F: 4.619 -6.519 3.418  0.10
F: 5.667 -7.194 1.623  0.10
F: 6.092 -4.583 1.901  0.14
F: 4.769 -5.061 0.231  0.10
O: 4.114 -3.115 3.127  0.04
C: 3.843 -3.502 4.410  -0.54
C: 5.114 -3.707 5.249  -0.29
F: 5.960 -4.558 4.641  0.10
F: 4.763 -4.227 6.443  0.11
F: 3.040 -4.578 4.445  0.15
F: 3.168 -2.482 4.992  0.14
H: 3.829 -3.232 1.174  0.14
H: 2.821 -4.349 2.063  0.15
H: 3.705 -6.847 1.675  0.17
H: 5.618 -2.750 5.399  0.18
C: 1.285 9.044 6.008  -0.04
C: 1.519 7.737 5.238  -0.44
C: 0.435 7.262 4.266  -0.29
F: -0.752 7.060 4.865  0.10
F: 0.827 6.070 3.732  0.06
F: 1.827 6.746 6.096  0.14
F: 2.617 7.951 4.454  0.10
O: 0.765 8.969 7.318  0.06
C: -0.575 8.867 7.572  -0.54
C: -0.958 7.520 8.205  -0.28
F: -0.511 6.489 7.459  0.09
F: -2.304 7.441 8.273  0.10
F: -1.309 9.125 6.472  0.15
F: -0.879 9.810 8.485  0.15
H: 2.284 9.453 6.147  0.15
H: 0.740 9.768 5.399  0.15
H: 0.301 7.980 3.453  0.17
H: -0.533 7.446 9.207  0.18
C: -7.858 -3.720 -1.932  -0.05
C: -6.922 -4.394 -0.919  -0.44
C: -5.895 -5.400 -1.445  -0.30
F: -6.482 -6.431 -2.082  0.10
F: -5.200 -5.901 -0.396  0.10
F: -7.647 -4.937 0.079  0.14
F: -6.179 -3.380 -0.371  0.09
O: -9.151 -4.256 -2.126  0.05
C: -9.394 -5.297 -2.979  -0.54
C: -9.853 -6.568 -2.246  -0.29
F: -8.982 -6.910 -1.279  0.10
F: -9.922 -7.578 -3.139  0.11
F: -8.344 -5.535 -3.785  0.15
F: -10.426 -4.926 -3.769  0.14
H: -8.050 -2.737 -1.503  0.15
H: -7.347 -3.548 -2.880  0.14
H: -5.196 -4.905 -2.121  0.14
H: -10.836 -6.404 -1.800  0.18

---

(4)
The following is a quantum chemistry calculation of a structure of composition C28H31Cl2N9O12Ti in a non-equilibrium geometry, from the Open Molecules 2025 dataset.

Properties
frontier orbital gap (spin up / spin down)	5.85 / 7.83	eV
<S²>	2.0205
2S+1	3
ΔE to the lowest compared entry with this formula, charge and spin	34.3	kJ/mol

Each line ends with the Mulliken spin population.
Atoms and positions in Å:
Ti: 0.270 -0.316 1.420  0.98
O: 4.188 -1.640 2.379  0.01
C: 2.941 -1.243 2.321  -0.01
O: 2.465 -0.527 1.414  0.02
C: 2.087 -1.647 3.460  0.13
C: 2.368 -2.576 4.383  -0.03
C: 1.426 -2.901 5.385  0.22
C: 0.157 -2.256 5.222  -0.10
C: -0.184 -1.483 4.122  0.24
N: 0.852 -1.062 3.303  0.35
C: -1.403 -0.952 3.695  0.06
O: -2.531 -1.341 4.370  0.03
O: -1.517 -0.276 2.681  0.08
H: 4.787 -1.338 1.666  0.00
H: 3.315 -3.034 4.382  -0.01
H: 1.473 -3.459 6.269  0.02
H: -0.662 -2.615 5.875  0.00
H: -2.216 -2.031 4.928  0.00
N: -2.870 1.733 1.242  0.00
N: -2.577 2.212 -0.035  0.00
C: -1.797 1.591 -0.931  0.01
N: -1.890 1.961 -2.194  0.00
N: -0.886 0.706 -0.448  0.00
N: -0.199 -0.039 -1.355  -0.01
O: -0.395 -0.168 -2.554  0.01
O: 0.702 -0.713 -0.742  -0.01
H: -2.193 2.208 1.816  0.00
H: -2.801 0.723 1.282  0.00
H: -3.092 3.011 -0.374  0.00
H: -2.772 2.320 -2.409  0.00
H: -1.501 1.413 -2.955  0.00
O: -0.734 -3.825 -0.207  0.01
N: -0.518 -2.897 0.541  -0.01
O: 0.596 -2.661 1.108  0.00
O: -1.430 -2.022 0.663  0.01
Cl: 3.439 5.890 -0.558  0.00
C: 3.584 4.826 -1.934  0.00
C: 4.101 5.324 -3.094  0.00
C: 4.204 4.482 -4.187  0.00
C: 3.848 3.165 -4.095  0.00
C: 3.243 2.717 -2.922  0.00
Cl: 2.829 1.052 -2.703  0.00
C: 3.042 3.555 -1.834  0.00
N: 2.308 3.146 -0.637  0.00
C: 3.134 2.630 0.420  0.00
C: 4.326 2.016 0.060  0.00
C: 5.153 1.383 0.976  0.00
C: 4.842 1.424 2.315  0.00
C: 3.712 2.151 2.739  0.00
C: 2.900 2.782 1.820  0.00
C: 1.734 3.538 2.319  0.00
C: 0.405 2.846 1.936  0.00
O: -0.597 3.524 1.787  0.01
O: 0.561 1.579 1.772  -0.01
H: 4.595 6.268 -3.046  0.00
H: 4.535 4.931 -5.098  0.00
H: 4.123 2.476 -4.857  0.00
H: 1.731 3.914 -0.319  0.00
H: 4.574 2.025 -1.014  0.00
H: 5.947 0.841 0.604  0.00
H: 5.374 0.902 3.116  0.00
H: 3.491 2.390 3.773  0.00
H: 1.710 4.577 2.013  0.00
H: 1.720 3.593 3.421  0.00
O: -3.793 -0.503 -3.046  0.00
C: -4.172 -1.650 -2.897  0.00
C: -5.043 -2.322 -3.954  0.00
C: -4.692 -3.793 -4.287  0.00
C: -5.197 -4.805 -3.236  0.00
C: -4.556 -4.724 -1.884  0.00
C: -4.540 -3.382 -1.183  0.00
N: -3.734 -2.326 -1.774  0.00
H: -4.940 -1.592 -4.758  0.00
H: -6.038 -2.321 -3.524  0.00
H: -3.550 -3.846 -4.319  0.00
H: -5.111 -4.133 -5.214  0.00
H: -5.125 -5.827 -3.589  0.00
H: -6.290 -4.651 -3.204  0.00
H: -3.556 -5.074 -2.027  0.00
H: -4.982 -5.429 -1.182  0.00
H: -4.150 -3.476 -0.222  0.00
H: -5.535 -3.073 -1.046  0.00
H: -3.022 -1.875 -1.150  0.00